## P
Formula: C3H33O14
Source: the OMol25 dataset
Level of theory: ωB97M-V with the def2-TZVPD basis set

Geometry as ORCA input:
```
! wB97M-V def2-TZVPD RIJCOSX def2/J DEFGRID3
* xyz -1 1
C -0.94 0.51 -1.93
C 0.39 0.54 -1.11
C 0.26 1.63 -0.01
O 0.61 -0.62 -0.33
H -1.26 1.38 -2.49
H -1.78 0.29 -1.29
H -0.88 -0.22 -2.72
H 1.27 0.74 -1.82
H 1.25 1.84 0.50
H -0.39 1.37 0.80
H -0.03 2.58 -0.51
O 3.37 2.54 1.91
H 3.61 3.31 2.42
H 3.90 1.88 2.33
O 0.77 2.92 2.96
H 1.50 2.50 2.47
H 1.02 3.79 3.27
O -1.52 -0.90 1.43
H -0.85 -0.57 0.77
H -1.45 -0.48 2.31
O 0.14 -1.81 -4.16
H -0.37 -1.90 -3.33
H 1.08 -1.64 -4.01
O 1.95 -0.23 2.04
H 2.44 0.55 2.07
H 1.53 -0.27 1.20
O -3.98 0.06 0.51
H -3.56 0.26 1.35
H -3.48 -0.66 0.18
O -0.96 0.16 3.88
H -1.32 1.03 3.62
H -0.04 0.37 3.69
O -2.77 2.57 0.48
H -2.90 1.58 0.50
H -1.94 2.63 -0.01
O 3.66 1.18 -0.32
H 3.76 1.97 0.19
H 2.73 1.05 -0.58
O -0.05 -3.73 1.03
H -0.17 -3.32 0.19
H 0.28 -3.09 1.66
O -2.97 -2.25 -4.32
H -2.88 -2.96 -4.97
H -2.10 -2.20 -3.98
O -0.71 -2.67 -1.50
H -1.61 -2.60 -1.30
H -0.40 -1.79 -1.20
O 2.30 -2.39 -0.67
H 1.82 -3.24 -0.69
H 1.69 -1.68 -0.50
*
```

Output
Highest occupied orbital energy   -5.79 eV
HOMO-LUMO gap   7.51 eV
Molecular weight   293.3 g/mol

Population analysis type natural (NBO), resulting atomic charges in e: number 1, C, carries -0.6644; number 2, C, carries 0.1025; number 3, C, carries -0.6406; number 4, O, carries -0.9800; number 5, H, carries 0.2125; number 6, H, carries 0.1985; number 7, H, carries 0.2077; number 8, H, carries 0.1358; number 9, H, carries 0.1839; number 10, H, carries 0.2177; number 11, H, carries 0.1784; number 12, O, carries -0.9440; number 13, H, carries 0.4797; number 14, H, carries 0.4882; number 15, O, carries -0.9735; number 16, H, carries 0.4965; number 17, H, carries 0.4645; number 18, O, carries -1.0573; number 19, H, carries 0.5033; number 20, H, carries 0.4881; number 21, O, carries -0.9908; number 22, H, carries 0.4876; number 23, H, carries 0.4894; number 24, O, carries -0.9642; number 25, H, carries 0.4381; number 26, H, carries 0.5039; number 27, O, carries -0.9394; number 28, H, carries 0.4749; number 29, H, carries 0.4872; number 30, O, carries -0.9383; number 31, H, carries 0.4743; number 32, H, carries 0.4948; number 33, O, carries -0.9698; number 34, H, carries 0.4787; number 35, H, carries 0.4662; number 36, O, carries -0.9636; number 37, H, carries 0.4721; number 38, H, carries 0.4840; number 39, O, carries -0.9791; number 40, H, carries 0.4848; number 41, H, carries 0.4784; number 42, O, carries -0.9325; number 43, H, carries 0.4623; number 44, H, carries 0.4702; number 45, O, carries -0.9879; number 46, H, carries 0.4654; number 47, H, carries 0.5111; number 48, O, carries -1.0078; number 49, H, carries 0.4606; number 50, H, carries 0.4920


## Q
Formula: C3H33O14
Source: the OMol25 dataset
Level of theory: ωB97M-V with the def2-TZVPD basis set

Geometry as ORCA input:
```
! wB97M-V def2-TZVPD RIJCOSX def2/J DEFGRID3
* xyz -1 1
C 0.58 -2.21 -0.01
C 0.79 -0.72 0.18
C 1.05 -0.01 -1.15
O -0.44 -0.23 0.64
H -0.10 -2.64 0.77
H 1.54 -2.73 -0.09
H 0.20 -2.43 -1.05
H 1.65 -0.58 0.79
H 1.45 1.04 -1.00
H 0.09 0.27 -1.62
H 1.73 -0.64 -1.69
O 1.91 0.66 3.85
H 1.17 0.05 3.61
H 1.61 1.14 4.63
O 1.86 1.98 -3.66
H 2.70 2.20 -3.25
H 1.19 2.27 -3.09
O 0.83 2.32 1.58
H 0.32 2.61 2.32
H 0.48 1.48 1.26
O 0.35 -0.12 -4.43
H 1.10 0.43 -4.15
H 0.13 -0.70 -3.73
O -0.46 2.99 -2.51
H -0.88 3.85 -2.59
H -0.74 2.51 -1.72
O -2.05 -3.44 3.03
H -1.36 -2.84 2.84
H -1.98 -3.42 4.01
O 3.50 0.91 1.34
H 2.68 1.18 1.73
H 3.08 0.43 0.59
O -1.82 -1.33 -2.95
H -2.13 -0.82 -2.21
H -2.20 -2.25 -2.87
O -1.30 1.83 -0.38
H -1.71 2.21 0.38
H -0.93 0.94 -0.13
O -0.23 -1.32 3.18
H -1.04 -0.83 3.34
H -0.16 -1.09 2.28
O 1.49 3.93 -0.60
H 0.68 3.57 -1.01
H 1.37 3.49 0.28
O -2.80 -1.28 0.14
H -3.36 -0.82 0.77
H -1.91 -0.86 0.30
O -2.79 -3.93 0.42
H -2.64 -2.98 0.31
H -2.50 -4.06 1.34
*
```

Output
Highest occupied orbital energy   -6.56 eV
HOMO-LUMO gap   8.70 eV
Molecular weight   293.3 g/mol

Population analysis type natural (NBO), resulting atomic charges in e: number 1, C, carries -0.6345; number 2, C, carries 0.0625; number 3, C, carries -0.6530; number 4, O, carries -0.9969; number 5, H, carries 0.2077; number 6, H, carries 0.1969; number 7, H, carries 0.2193; number 8, H, carries 0.1356; number 9, H, carries 0.2099; number 10, H, carries 0.2208; number 11, H, carries 0.2095; number 12, O, carries -0.9608; number 13, H, carries 0.4915; number 14, H, carries 0.4567; number 15, O, carries -0.9660; number 16, H, carries 0.4732; number 17, H, carries 0.5029; number 18, O, carries -0.9778; number 19, H, carries 0.4720; number 20, H, carries 0.5101; number 21, O, carries -0.9855; number 22, H, carries 0.4888; number 23, H, carries 0.4744; number 24, O, carries -1.0048; number 25, H, carries 0.4766; number 26, H, carries 0.5070; number 27, O, carries -0.9620; number 28, H, carries 0.4874; number 29, H, carries 0.4680; number 30, O, carries -0.9389; number 31, H, carries 0.4851; number 32, H, carries 0.4512; number 33, O, carries -0.9629; number 34, H, carries 0.4896; number 35, H, carries 0.4775; number 36, O, carries -1.0226; number 37, H, carries 0.4699; number 38, H, carries 0.5075; number 39, O, carries -0.9705; number 40, H, carries 0.4679; number 41, H, carries 0.5080; number 42, O, carries -0.9928; number 43, H, carries 0.4698; number 44, H, carries 0.4907; number 45, O, carries -0.9965; number 46, H, carries 0.4640; number 47, H, carries 0.5132; number 48, O, carries -1.0047; number 49, H, carries 0.4878; number 50, H, carries 0.4773


Of all the structures shown, which is most stable? Q, and P is the least stable.